# C4H12

A 2-piece molecular cluster, C4H12 overall (the ωB97M-V functional and the def2-TZVPD basis, OMol25).

```
16
Properties=species:S:1:pos:R:3:forces:R:3:mulliken_charge:R:1
C 1.375541 -1.510211 1.673840 -1.5 0.6 0.1 -0.87
C 0.542728 -1.999177 0.459922 1.3 -0.1 0.5 -0.45
H 0.857706 -0.621745 2.057435 0.2 0.0 0.1 0.24
H 1.288053 -2.239806 2.471220 0.5 -0.2 0.1 0.31
H 2.397838 -1.193490 1.496737 0.1 -0.3 -0.3 0.29
H 1.195011 -2.576677 -0.191811 -0.2 -0.1 -0.2 0.26
H 0.140076 -1.164027 -0.098704 -0.2 0.0 -0.1 -0.09
H -0.245001 -2.659640 0.812955 -0.2 0.1 -0.1 0.28
C -1.682092 1.943037 -1.049618 -0.5 -0.7 -0.1 -0.83
C -0.222812 1.511785 -1.125193 0.6 0.6 0.6 -0.77
H -2.236792 1.674593 -1.951442 0.2 0.2 -0.2 0.26
H -2.281021 1.482721 -0.260786 0.3 0.0 0.3 0.28
H -1.735347 3.020261 -0.933892 -0.1 0.1 0.1 0.28
H 0.022750 0.504193 -1.442715 -0.5 -0.1 -0.5 0.23
H 0.306537 1.577316 -0.165326 -0.4 0.2 0.1 0.24
H 0.276826 2.250868 -1.752621 0.2 -0.4 -0.3 0.33
```
Positions in Å, forces in eV/Å.

ΔE to the lowest compared entry with this formula, charge and spin   0.2773 eV
E   -159.57478 Ha


# C4H12

A 2-piece molecular cluster, C4H12 overall (the ωB97M-V functional and the def2-TZVPD basis, OMol25).

```
16
Properties=species:S:1:pos:R:3:forces:R:3:mulliken_charge:R:1
C 1.007007 1.847773 -1.556668 0.3 3.6 0.8 -0.83
C 1.151071 1.815334 -0.003473 0.2 -0.2 -2.1 -0.25
H 1.945004 1.929227 -2.037872 1.1 -0.7 -0.6 0.27
H 0.444926 1.013399 -1.793165 -0.9 -1.5 -1.3 0.27
H 0.528842 2.780911 -1.968033 -0.1 -0.9 0.7 0.25
H 0.752578 2.674370 0.473238 -0.6 0.5 0.6 0.29
H 2.168122 1.676978 0.307020 0.5 -0.1 0.2 0.26
H 0.602313 0.915144 0.108672 -0.5 -0.6 1.8 -0.26
C -0.415477 -2.016727 0.424422 -0.5 1.9 -1.3 -0.44
C -1.719131 -1.737849 1.142848 -1.5 0.3 1.1 -0.86
H -0.561682 -2.523807 -0.529976 0.1 -1.1 0.5 0.32
H -0.009922 -1.101310 -0.021477 0.2 0.3 0.6 -0.11
H 0.303427 -2.373330 1.133362 0.5 -0.8 -0.2 0.26
H -2.300389 -0.782312 0.956478 0.3 -1.4 -1.2 0.29
H -1.547880 -1.437604 2.173869 0.6 -0.7 0.5 0.29
H -2.348807 -2.680199 1.190749 0.3 1.4 -0.2 0.26
```
Positions in Å, forces in eV/Å.

ΔE to the lowest compared entry with this formula, charge and spin   1.1682 eV
E   -159.54204 Ha


# C4H12

A 2-piece molecular cluster, C4H12 overall (the ωB97M-V functional and the def2-TZVPD basis, OMol25).

```
16
Properties=species:S:1:pos:R:3:forces:R:3:mulliken_charge:R:1
C -1.570632 -0.668614 -1.008886 -0.1 0.3 1.7 -0.68
C -0.803673 -1.666673 -0.156264 0.1 -0.4 2.6 -0.81
H -2.595613 -0.781344 -0.646917 -0.2 0.0 -0.6 0.30
H -1.299261 0.339412 -0.629551 0.0 -0.4 -1.0 0.13
H -1.536993 -0.824697 -2.068408 0.2 0.3 -0.5 0.30
H -1.307821 -1.489251 0.937088 2.1 -0.5 -2.2 0.18
H 0.341489 -1.687196 -0.179147 -1.8 0.5 0.3 0.29
H -1.001704 -2.709366 -0.354681 -0.6 -0.3 -0.4 0.36
C 1.701221 0.589413 0.343450 2.3 -0.6 1.3 -0.39
C 0.730253 1.731771 0.710683 -0.9 1.3 -1.5 -0.85
H 1.185436 -0.254471 -0.182595 0.7 1.4 0.2 -0.11
H 2.618833 1.007003 -0.262071 -2.0 -0.9 0.9 0.27
H 2.220564 0.061641 1.259375 -1.1 1.1 -1.5 0.23
H 0.940224 2.507945 1.456121 1.0 -0.6 0.2 0.33
H 0.691978 2.379986 -0.229118 -0.5 -0.9 1.0 0.23
H -0.314299 1.464439 1.010920 0.9 -0.4 -0.6 0.21
```
Positions in Å, forces in eV/Å.

ΔE to the lowest compared entry with this formula, charge and spin   1.2849 eV
E   -159.53775 Ha


| no. | E_HOMO (eV) |
| --- | --- |
| 1 | -11.68 |
| 2 | -11.51 |
| 3 | -11.08 |